No. 1
Here is 2 unconnected molecules or ions with the total composition C3H6O in a non-equilibrium geometry from OMol25. Energies are from ωB97M-V/def2-TZVPD.

Electronic energy = -192.995440 hartree
SMILES = C#C.CO
Kohn-Sham gap = 0.406 Eh
HOMO level = -10.107 eV
Lowest unoccupied orbital energy = 0.948 eV

Geometry as XYZ:
```
10
C3H6O ωB97M-V/def2-TZVPD
C -0.01 -1.83 0.58
C -0.25 2.60 -0.53
C 0.21 1.70 -1.18
H 0.20 0.10 0.23
H -0.70 -2.32 1.52
H 0.30 -2.43 -0.30
H 0.79 -1.50 1.16
H -0.53 3.41 0.13
H 0.61 0.93 -1.76
O -0.63 -0.66 0.15
```

=====

No. 2
Here is 2 unconnected molecules or ions with the total composition C7H5IS in a non-equilibrium geometry from OMol25. Energies are from ωB97M-V/def2-TZVPD.

Electronic energy = -965.482764 hartree
Expectation value of S² = 2.036
2S+1 = 3
Kohn-Sham gap (alpha / beta) = 0.221 / 0.222 Eh
HOMO level (alpha / beta) = -6.595 / -9.322 eV
Lowest unoccupied orbital energy (alpha / beta) = -0.571 / -3.280 eV

Geometry as XYZ:
```
14
C7H5IS ωB97M-V/def2-TZVPD
C 0.81 0.33 -0.28
C 0.58 0.37 1.09
C -0.24 -0.10 -1.06
C -0.50 -0.15 1.66
C -1.40 -0.49 -0.56
C -1.60 -0.43 0.81
C -2.70 -1.09 1.31
S -4.02 -1.93 1.44
I -2.93 1.10 3.99
H 1.62 0.82 -0.65
H 1.34 0.71 1.70
H -0.31 0.02 -2.07
H -0.70 -0.18 2.73
H -2.35 -0.82 -1.11
```

=====

No. 3
Here is a single C3H3FP2 molecule in a non-equilibrium geometry from OMol25. Energies are from ωB97M-V/def2-TZVPD.

Electronic energy = -898.431137 hartree
SMILES = C#P=C[PH]#CF
Kohn-Sham gap (alpha / beta) = 0.258 / 0.271 Eh
HOMO level (alpha / beta) = -8.395 / -8.517 eV
Lowest unoccupied orbital energy (alpha / beta) = -1.377 / -1.140 eV

Geometry as XYZ:
```
9
C3H3FP2 ωB97M-V/def2-TZVPD
C -0.56 0.76 1.28
C 1.47 0.24 -0.10
C -1.35 -0.62 -0.30
F -2.48 -0.36 -0.91
P 1.06 0.99 1.39
P 0.14 -0.24 -1.13
H -1.37 0.95 1.90
H 2.33 -0.33 -0.41
H 0.76 -1.39 -1.73
```

=====

No. 4
Here is 2 unconnected molecules or ions with the total composition C4H10NO3 in a non-equilibrium geometry from OMol25. Energies are from ωB97M-V/def2-TZVPD.

Electronic energy = -438.891097 hartree
Kohn-Sham gap = 0.266 Eh
HOMO level = -3.654 eV
Net charge = -1
Lowest unoccupied orbital energy = 3.590 eV

Geometry as XYZ:
```
18
C4H10NO3 ωB97M-V/def2-TZVPD
O 0.88 -0.87 3.31
C 0.82 -0.12 2.36
C 0.71 -0.58 0.96
C -0.44 -0.01 0.11
C -0.24 -0.28 -1.42
O -1.06 0.49 -2.18
N 0.84 -2.01 0.84
H 0.92 0.97 2.50
H 1.59 -0.13 0.45
H -0.63 1.06 0.19
H -1.36 -0.50 0.46
H 0.84 -0.07 -1.61
H -0.43 -1.36 -1.57
H 0.30 -2.35 0.05
H 0.72 -2.50 1.72
H -0.91 3.33 -2.51
H -1.18 1.95 -1.93
O -1.36 2.97 -1.73
```

=====

No. 5
Here is 9 unconnected molecules or ions with the total composition C12H44N2O9 in a non-equilibrium geometry from OMol25. Energies are from ωB97M-V/def2-TZVPD.

Electronic energy = -1270.195215 hartree
SMILES = COC[C@H](C)N.COC[C@H](C)N.CCO.CCO.O.O.O.O.O
Kohn-Sham gap = 0.351 Eh
HOMO level = -9.097 eV
Lowest unoccupied orbital energy = 0.444 eV

Geometry as XYZ:
```
67
C12H44N2O9 ωB97M-V/def2-TZVPD
C -1.30 1.27 -4.96
C -1.11 -0.03 -4.17
C 0.04 -0.72 -5.02
O 0.65 -1.94 -4.56
C -0.14 -3.06 -4.84
N -0.82 0.22 -2.73
H -0.39 1.91 -4.92
H -2.27 1.74 -4.55
H -1.49 1.01 -6.05
H -2.10 -0.53 -4.35
H 0.84 -0.02 -5.12
H -0.28 -0.89 -6.06
H -1.19 -2.74 -4.99
H -0.11 -3.72 -3.91
H 0.21 -3.56 -5.71
H -0.65 -0.55 -2.08
H -0.02 0.84 -2.56
C 1.90 0.74 5.84
C 0.69 0.67 4.85
C 0.37 2.00 4.12
O 1.36 2.26 3.16
C 1.10 3.32 2.32
N 0.87 -0.32 3.82
H 2.46 -0.22 5.78
H 1.62 0.90 6.91
H 2.57 1.53 5.57
H -0.23 0.45 5.42
H 0.29 2.76 4.89
H -0.64 1.92 3.55
H 0.06 3.39 2.04
H 1.62 3.17 1.37
H 1.55 4.28 2.73
H 0.58 -1.18 4.27
H 1.88 -0.34 3.54
C 3.96 0.39 1.07
C 4.28 -0.03 -0.35
O 3.23 -0.89 -0.88
H 4.34 -0.27 1.89
H 2.87 0.60 1.17
H 4.44 1.37 1.29
H 5.22 -0.60 -0.46
H 4.39 0.77 -1.05
H 3.24 -0.86 -1.84
C -4.48 -2.10 0.39
C -2.99 -2.29 0.61
O -2.54 -1.90 1.94
H -4.99 -2.73 1.09
H -4.70 -2.44 -0.59
H -5.04 -1.16 0.44
H -2.34 -1.80 -0.12
H -2.75 -3.32 0.48
H -3.03 -1.11 2.19
O -3.50 0.88 1.96
H -2.50 0.92 1.90
H -3.84 1.17 1.10
O 0.83 -2.29 -1.70
H 1.02 -2.11 -2.66
H 1.59 -1.89 -1.20
O -2.50 1.72 -0.89
H -1.99 2.54 -0.82
H -2.03 1.27 -1.59
O -0.74 -0.06 1.41
H -0.15 -0.14 2.20
H -1.10 -0.95 1.24
O 1.21 1.28 -0.79
H 0.77 0.86 -0.04
H 1.91 0.64 -1.02
```

=====

No. 6
Here is a single C4H5NOS2 molecule in a non-equilibrium geometry from OMol25. Energies are from ωB97M-V/def2-TZVPD.

Electronic energy = -1081.671307 hartree
SMILES = On1cc(S)cc1S
Kohn-Sham gap = 0.316 Eh
HOMO level = -8.283 eV
Lowest unoccupied orbital energy = 0.313 eV

Geometry as XYZ:
```
13
C4H5NOS2 ωB97M-V/def2-TZVPD
C -1.19 -0.18 0.75
C -0.62 1.04 0.33
C 0.51 0.88 -0.52
C -0.38 -1.20 0.15
H -2.14 -0.11 2.93
H -0.94 2.00 0.60
H 1.80 1.67 -2.51
H 2.36 -1.48 -0.71
H -0.68 -2.23 0.20
N 0.58 -0.53 -0.59
O 1.58 -1.08 -1.29
S -2.66 -0.66 1.66
S 1.78 1.88 -1.01
```